The following is a DFT calculation (ωB97M-V with the def2-TZVPD basis set) of C44H100B4CaF16N13O7 as an isolated structure.

**DFT total energy**: -145552.677 eV
**Kohn-Sham gap**: 7.91 eV
**LUMO energy**: -8.483 eV

The geometry in ORCA input format:
```
! RIJCOSX wB97M-V def2-TZVPD def2/J DEFGRID3
* xyz 5 1
Ca 0.0966 0.3970 0.3482
N -0.7391 1.4472 -2.8231
O -0.7048 0.8074 -1.8135
O -0.5843 0.8888 -3.8696
O -0.9385 2.6820 -2.7283
C 2.4197 5.6577 7.8224
C 1.9490 5.8306 6.3441
N 1.3064 4.6621 5.8296
C 1.8991 3.4278 5.7020
C 0.9204 2.5530 5.3330
N -0.3087 3.2621 5.3453
C -0.0537 4.5424 5.6605
C -1.6271 2.6896 4.9662
H 3.4282 6.0680 7.7701
H 2.5584 4.6466 8.2053
H 1.7226 6.1602 8.4929
H 2.7973 6.0505 5.6961
H 1.2290 6.6473 6.3967
H 2.9664 3.2956 5.8008
H 0.9997 1.4912 5.1524
H -0.8311 5.2920 5.6468
H -2.1648 2.3203 5.8395
H -1.5740 1.7537 4.4100
H -2.2144 3.4913 4.5185
C -3.4701 -3.5988 -1.4670
C -2.2954 -4.0384 -2.4569
N -3.0064 -4.7829 -3.5085
C -3.5217 -6.1255 -3.4058
C -4.2293 -6.4486 -4.5393
N -3.9840 -5.3964 -5.4162
C -3.1982 -4.4366 -4.7809
C -4.3370 -5.4056 -6.8106
H -3.8613 -4.4008 -0.8410
H -4.2438 -3.0878 -2.0400
H -3.0227 -2.7665 -0.9237
H -1.4458 -4.6458 -2.1448
H -1.9448 -3.1280 -2.9431
H -3.4233 -6.6916 -2.4913
H -4.6208 -7.3206 -5.0421
H -2.8030 -3.5434 -5.2419
H -3.4589 -5.6013 -7.4260
H -4.7190 -4.4126 -7.0474
H -5.1693 -6.1058 -6.8821
C 6.1471 0.1096 6.2883
C 5.3005 0.7931 5.2643
N 5.3958 0.0015 4.0980
C 6.3580 0.1845 3.2209
C 6.2607 -0.7583 2.1734
N 5.1844 -1.5023 2.3999
C 4.6915 -1.0834 3.6665
C 4.5802 -2.4014 1.4018
H 5.5819 -0.6558 6.8203
H 6.4139 0.7580 7.1229
H 7.1008 -0.2817 5.9343
H 5.7257 1.7920 5.1669
H 4.2525 1.0176 5.4628
H 7.2114 0.8017 3.4601
H 6.8594 -0.9376 1.2926
H 3.8875 -1.5639 4.2042
H 4.1748 -1.6917 0.6807
H 4.0030 -3.0398 2.0706
H 5.3389 -2.9855 0.8809
C 2.7093 -6.9369 6.5783
C 3.2088 -6.7449 5.1356
N 2.1258 -6.4386 4.2516
C 1.2146 -7.3766 3.8335
C 0.3480 -6.7673 2.8558
N 0.6302 -5.3925 2.9379
C 1.7046 -5.2371 3.7447
C -0.0895 -4.3363 2.2140
H 3.6403 -7.0893 7.1245
H 2.0104 -7.7701 6.6509
H 2.2457 -6.0820 7.0706
H 3.8205 -7.5477 4.7240
H 3.8148 -5.8469 5.2554
H 1.2292 -8.3797 4.2334
H -0.6350 -6.9613 2.4528
H 2.0604 -4.2589 4.0324
H -0.6063 -4.6863 1.3204
H 0.6081 -3.6363 1.7543
H -0.8877 -3.7954 2.7224
C 3.6183 -3.3157 -5.8695
N 2.6393 -2.1149 -5.5396
C 3.5044 -0.8878 -5.1446
C 1.8259 -1.7402 -6.7733
C 1.7604 -2.4102 -4.3256
C 0.6130 -3.4232 -4.5373
O 1.0044 -4.7262 -4.7653
H 3.0185 -4.2081 -6.0485
H 4.2681 -3.4129 -4.9998
H 4.1346 -3.0040 -6.7774
H 4.1272 -0.4421 -5.9202
H 4.1573 -1.2855 -4.3676
H 2.8631 -0.1200 -4.7119
H 1.3172 -0.7823 -6.8817
H 1.1275 -2.5599 -6.9425
H 2.5122 -1.6900 -7.6185
H 1.2672 -1.5220 -3.9308
H 2.3820 -2.6225 -3.4557
H -0.1256 -3.0009 -5.2185
H 0.0280 -3.6055 -3.6358
H 0.5909 -5.2936 -5.4200
C -5.5173 1.1216 -5.5062
N -6.2905 0.2907 -4.4500
C -7.5855 0.9767 -4.0564
C -6.6640 -1.1400 -5.0641
C -5.3098 0.2822 -3.2115
C -3.8458 -0.1708 -3.3375
O -3.7582 -1.1665 -4.2658
H -4.8804 0.4510 -6.0831
H -4.9411 1.8968 -5.0010
H -6.0838 1.6984 -6.2372
H -7.9924 0.4119 -3.2176
H -8.0717 0.9311 -5.0309
H -7.1707 1.9626 -3.8465
H -7.4051 -1.1168 -5.8630
H -7.0868 -1.7983 -4.3052
H -5.6828 -1.4873 -5.3878
H -5.7304 -0.3131 -2.4011
H -5.4119 1.3393 -2.9665
H -3.5301 -0.6028 -2.3878
H -3.1299 0.5646 -3.7046
H -3.0108 -1.0776 -4.8616
C -4.4347 6.3159 0.9524
N -5.4464 5.3086 1.4924
C -5.2517 5.0246 3.0340
C -6.9197 5.8508 1.2828
C -5.3940 3.8636 0.7210
C -3.9390 3.2789 0.6566
O -3.4147 2.9732 1.9487
H -4.6646 6.4895 -0.0989
H -3.3691 6.1022 1.0354
H -4.5303 7.2795 1.4530
H -5.7686 4.1002 3.2918
H -5.5942 5.8920 3.5982
H -4.1674 4.9577 3.1235
H -7.0899 6.6262 2.0298
H -7.6399 5.0545 1.4706
H -7.0471 6.2412 0.2731
H -5.5621 4.2396 -0.2881
H -6.2052 3.2064 1.0343
H -3.2833 4.0568 0.2654
H -3.9174 2.3963 0.0173
H -2.4676 2.8218 1.9080
C 5.2704 4.6126 -2.7280
N 4.4831 3.8501 -1.6259
C 3.4133 4.8777 -0.9604
C 3.8497 2.7408 -2.3250
C 5.4381 3.2356 -0.5837
C 4.8922 2.3733 0.5000
O 3.6821 2.7916 1.0683
H 5.7095 3.8026 -3.3104
H 5.9990 5.3151 -2.3233
H 4.6124 5.1026 -3.4458
H 3.9192 5.2797 -0.0826
H 2.6346 4.1905 -0.6295
H 3.0267 5.5138 -1.7566
H 3.1684 3.0107 -3.1319
H 3.2179 1.9980 -1.8380
H 4.6709 2.2352 -2.8331
H 5.7747 4.1398 -0.0766
H 6.2357 2.7126 -1.1113
H 5.6640 2.1308 1.2305
H 4.5777 1.3913 0.1466
H 3.5615 2.0415 1.6552
B -0.2437 3.2196 0.6300
F 0.8913 2.5334 0.2607
F -0.0497 4.1081 1.6947
F -0.9781 3.9800 -0.2758
F -1.2033 2.2385 1.0087
B 1.9052 0.4936 2.6451
F 2.6568 1.4631 3.2678
F 2.1126 0.6581 1.2558
F 2.0045 -0.8262 3.0252
F 0.6189 0.9077 2.7859
B 1.5200 -1.5351 -0.8376
F 2.6091 -2.3840 -0.8790
F 0.9717 -1.6729 0.4258
F 1.8747 -0.2028 -1.1213
F 0.7028 -1.9892 -1.8292
B -2.0287 -0.9647 1.5970
F -0.8113 -0.9889 2.1127
F -2.4309 -2.1720 1.3761
F -2.8357 -0.1981 2.3508
F -1.9324 -0.3801 0.3965
*
```